# 1
Density functional theory data (ωB97M-V with the def2-TZVPD basis set) for an isolated ion of composition C11H19N2O and charge +1.

As for the energy relative to the best compared isomer or geometry (same formula, charge and spin): 1.079 eV. As for the charge: +1. As for the expectation value of S²: 2.0154. For the HOMO energy (spin up / spin down), the calculation gives -10.140 / -12.846 eV. The LUMO energy (spin up / spin down) comes out at -2.96 / -6.25 eV. As for the spin multiplicity: 3. For the HOMO-LUMO gap (spin up / spin down), the calculation gives 7.2 / 6.6 eV.

Last column: Mulliken spin population.
Geometry (Å):
C -2.68 -0.09 0.13  0.004
C -1.96 -0.93 -0.55  0.735
C -2.17 1.35 0.17  0.063
C 3.32 0.43 1.01  0.001
C 3.32 0.66 -0.52  0.010
C 2.23 -0.67 1.34  0.005
C 2.00 1.14 -0.99  0.035
C 0.90 -0.12 0.75  0.023
C -0.34 0.44 -1.30  0.866
C -4.02 -0.22 0.96  0.117
C -2.07 -2.36 -0.82  0.111
N -0.98 1.48 -0.52  0.016
N 0.96 0.05 -0.72  0.034
O -2.82 2.19 0.68  -0.003
H 4.28 0.01 1.33  0.000
H 3.12 1.46 1.49  0.000
H 3.99 1.54 -0.57  0.002
H 3.65 -0.32 -0.89  0.000
H 2.35 -1.63 0.86  -0.001
H 2.09 -0.67 2.45  0.001
H 1.48 1.98 -0.66  -0.003
H 1.94 1.26 -2.18  0.005
H 0.05 -0.94 0.90  -0.005
H 0.72 0.75 1.31  0.004
H -0.50 0.49 -2.32  -0.083
H -3.66 0.32 1.89  -0.004
H -4.12 -1.26 1.11  0.001
H -4.84 0.16 0.30  -0.005
H -2.24 -2.45 -1.86  -0.002
H -2.98 -2.71 -0.31  0.048
H -1.25 -2.90 -0.52  -0.004
H -0.92 2.41 -0.83  0.018
H 1.15 -0.86 -1.12  0.010



# 2
Density functional theory data (ωB97M-V with the def2-TZVPD basis set) for an isolated ion of composition C11H19NO2P and charge +1.

As for the energy relative to the best compared isomer or geometry (same formula, charge and spin): 0.691 eV. As for the charge: +1. For the HOMO energy, the calculation gives -11.251 eV. The LUMO energy comes out at -3.58 eV. As for the spin multiplicity: 1. For the HOMO-LUMO gap, the calculation gives 7.7 eV.

Last column: Mulliken charge in e.
Geometry (Å):
C 3.21 -0.95 -1.06  -0.983
C 2.89 -1.80 0.05  0.133
C 2.38 0.07 -1.30  -0.354
C 1.76 -1.61 0.73  -1.589
C 1.36 0.53 -0.31  0.399
C 0.72 -0.70 0.32  1.014
C -2.68 2.05 -0.15  -0.897
C -3.51 -0.95 1.69  -0.797
C -2.01 -0.29 -2.13  -1.132
C 2.35 1.64 0.55  -0.773
C -0.56 -1.15 0.39  -0.676
N 3.42 1.14 1.27  -0.358
O -1.79 1.01 0.33  -0.199
O -3.31 -1.06 0.25  -0.393
P -1.96 -0.43 -0.30  0.989
H 3.98 -1.14 -1.69  0.616
H 3.58 -2.58 0.35  0.453
H 2.36 0.82 -2.17  0.328
H 1.62 -2.45 1.49  0.263
H 0.51 1.00 -0.86  0.284
H -3.00 2.07 -1.24  0.319
H -2.25 2.92 0.25  0.320
H -3.58 2.02 0.33  0.388
H -2.90 -0.25 2.24  0.373
H -3.05 -1.97 1.94  0.330
H -4.62 -1.01 1.69  0.272
H -2.92 0.18 -2.48  0.452
H -1.96 -1.33 -2.53  0.400
H -1.10 0.20 -2.36  0.362
H 2.68 2.34 -0.20  0.468
H 1.59 2.23 1.21  0.265
H -0.82 -2.24 0.68  0.268
H 3.22 0.51 2.07  0.228
H 4.38 1.19 0.94  0.226



# 3
Density functional theory data (ωB97M-V with the def2-TZVPD basis set) for a 2-piece molecular cluster, C11H19NO3 overall.

As for the energy relative to the best compared isomer or geometry (same formula, charge and spin): 1.051 eV. For the HOMO energy, the calculation gives -9.471 eV. The LUMO energy comes out at 0.69 eV. As for the spin multiplicity: 1. For the HOMO-LUMO gap, the calculation gives 10.2 eV.

Last column: Mulliken charge in e.
Geometry (Å):
C -2.13 1.93 -3.73  0.028
C -2.49 1.35 -2.75  -0.592
C -2.87 0.58 -1.56  -0.724
C -1.65 0.35 -0.64  0.795
C -1.53 -1.10 -0.15  -1.266
C -0.79 -0.88 1.20  0.380
C 0.43 -1.71 1.59  -1.190
C 1.80 -1.15 1.17  -0.805
C 1.83 -0.32 -0.13  0.374
C 3.06 -0.62 -1.01  -0.805
N 2.63 -1.34 -2.22  -0.601
C -0.79 0.61 1.43  0.201
O -0.19 1.26 2.24  -0.580
O -1.66 1.16 0.52  -0.442
H -1.72 2.53 -4.51  0.441
H -3.63 1.15 -1.04  0.284
H -3.28 -0.37 -1.90  0.323
H -0.79 0.63 -1.25  0.184
H -2.52 -1.46 0.13  0.458
H -0.96 -1.76 -0.79  0.384
H -1.54 -1.21 1.94  0.519
H 0.44 -1.89 2.66  0.345
H 0.32 -2.69 1.13  0.351
H 2.26 -0.59 1.98  0.300
H 2.46 -2.01 1.01  0.484
H 1.90 0.73 0.15  0.341
H 0.95 -0.50 -0.74  -0.380
H 3.51 0.34 -1.28  0.271
H 3.80 -1.19 -0.47  0.476
H 3.43 -1.64 -2.77  0.240
H 2.07 -0.71 -2.77  0.189
O -0.70 3.90 4.26  -0.652
H -1.22 3.29 4.79  0.305
H -0.43 3.36 3.50  0.362



# 4
Density functional theory data (ωB97M-V with the def2-TZVPD basis set) for a 3-piece molecular cluster, C11H19NO9 overall.

As for the energy relative to the best compared isomer or geometry (same formula, charge and spin): 0.000 eV. For the HOMO energy, the calculation gives -9.019 eV. The LUMO energy comes out at 0.56 eV. As for the spin multiplicity: 1. For the HOMO-LUMO gap, the calculation gives 9.6 eV.

Last column: Mulliken charge in e.
Geometry (Å):
O 4.14 -1.73 0.75  -0.537
C 2.93 -1.81 0.70  0.425
O 2.30 -2.59 -0.25  -0.454
N 2.07 -1.14 1.59  -0.119
C 1.20 -2.03 2.36  -1.051
C -0.11 -2.47 1.68  -0.336
C -1.38 -1.89 2.33  -0.552
C -2.55 -1.81 1.35  -0.667
O -2.76 -0.49 0.86  -0.521
H 2.42 -2.14 -1.09  0.371
H 1.56 -0.42 1.11  0.204
H 1.78 -2.92 2.58  0.461
H 1.00 -1.58 3.33  0.443
H -0.19 -3.55 1.68  0.304
H -0.08 -2.16 0.64  0.382
H -1.68 -2.55 3.14  0.391
H -1.21 -0.91 2.76  0.371
H -2.35 -2.45 0.50  0.320
H -3.47 -2.13 1.83  0.358
H -1.99 -0.25 0.36  0.247
C 1.25 -0.14 -3.38  -0.315
C 1.34 1.34 -3.67  -0.430
O 1.45 1.89 -2.35  -0.342
C 1.93 0.95 -1.52  0.627
O 2.27 1.14 -0.40  -0.554
O 1.96 -0.26 -2.14  -0.228
H 1.71 -0.76 -4.15  0.327
H 0.22 -0.47 -3.22  0.253
H 2.23 1.62 -4.23  0.311
H 0.46 1.73 -4.17  0.313
C -1.04 2.98 0.89  -0.340
C -2.16 3.82 0.30  -0.391
O -2.24 3.32 -1.04  -0.372
C -1.75 2.06 -1.05  0.698
O -1.81 1.32 -1.97  -0.554
O -1.14 1.77 0.12  -0.223
H -1.17 2.76 1.95  0.313
H -0.06 3.41 0.73  0.267
H -3.12 3.65 0.80  0.283
H -1.94 4.88 0.30  0.316



# 5
Density functional theory data (ωB97M-V with the def2-TZVPD basis set) for C11H20BNaO4 as an isolated structure.

For the HOMO energy, the calculation gives -7.700 eV. The LUMO energy comes out at -1.09 eV. As for the spin multiplicity: 1. For the HOMO-LUMO gap, the calculation gives 6.6 eV.

Last column: Mulliken charge in e.
Geometry (Å):
C -0.34 3.29 -0.77  -0.491
C -0.59 3.98 0.31  0.018
C 0.02 3.76 1.67  0.396
O 0.84 4.49 2.00  -0.407
O -0.41 2.78 2.56  -0.345
C 0.00 1.48 2.14  0.088
C -1.12 0.44 2.33  -0.869
C -2.06 0.22 1.13  -0.880
C -1.37 -0.25 -0.20  0.753
C -1.64 -1.70 -0.57  -0.791
C -0.89 -2.09 -1.87  -1.034
B 0.70 -2.20 -1.57  0.921
O 1.47 -3.35 -2.03  -0.604
C 2.72 -3.10 -1.44  -0.586
C 2.80 -1.53 -1.27  0.226
O 1.59 -1.05 -1.82  -0.781
H -0.38 3.77 -1.74  0.296
H -0.09 2.24 -0.78  0.016
H -1.26 4.82 0.23  0.356
H 0.88 1.13 2.76  0.562
H 0.36 1.59 1.09  -0.454
H -1.74 0.83 3.14  0.373
H -0.71 -0.49 2.72  0.443
H -2.74 -0.59 1.42  0.400
H -2.68 1.08 0.91  0.450
H -0.31 0.01 -0.18  -0.697
H -1.81 0.35 -1.00  0.229
H -1.33 -2.43 0.19  0.313
H -2.72 -1.79 -0.75  0.425
H -1.33 -2.98 -2.32  0.319
H -1.04 -1.22 -2.54  0.316
H 0.77 -2.29 -0.29  -0.233
H 2.62 -3.60 -0.46  0.215
H 3.59 -3.54 -1.93  0.268
H 2.74 -1.22 -0.23  -0.251
H 3.67 -1.07 -1.75  0.366
Na 1.78 0.22 0.89  0.673



# 6
Density functional theory data (ωB97M-V with the def2-TZVPD basis set) for C11H20Cl2HfN2S as an isolated structure.

As for the energy relative to the best compared isomer or geometry (same formula, charge and spin): 2.869 eV. For the HOMO energy (spin up / spin down), the calculation gives -5.821 / -5.821 eV. The LUMO energy (spin up / spin down) comes out at -0.04 / -0.04 eV. As for the spin multiplicity: 1. For the HOMO-LUMO gap (spin up / spin down), the calculation gives 5.8 / 5.8 eV.

Last column: Mulliken charge in e.
Geometry (Å):
Hf -1.35 0.36 -1.56  0.457
Cl -1.73 2.65 -0.97  -0.486
Cl -1.71 -1.98 -1.64  -0.515
C -3.45 0.51 -1.61  -0.710
H -4.10 -0.29 -2.03  0.235
H -4.04 1.45 -1.61  0.270
C 2.08 -0.24 -1.52  -0.691
C 1.17 0.32 -2.30  -0.592
H 1.88 -1.18 -1.04  0.540
C 1.18 1.81 -2.57  -0.216
H 0.64 -0.28 -3.08  0.641
C 2.62 2.31 -2.67  -1.039
H 0.67 2.11 -3.50  0.443
H 0.70 2.39 -1.77  0.298
C 3.56 1.90 -1.54  -0.664
H 3.08 1.92 -3.58  0.359
H 2.66 3.39 -2.77  0.391
C 3.40 0.39 -1.18  -0.499
H 4.61 2.06 -1.84  0.308
H 3.38 2.48 -0.61  0.321
H 4.16 -0.17 -1.75  0.373
H 3.58 0.28 -0.10  0.247
S 0.04 0.22 0.54  -0.338
C -0.80 -0.60 1.78  0.334
N -0.13 -1.54 2.45  -0.116
C -0.74 -2.33 3.51  -0.600
C -2.20 -2.47 3.19  -0.625
C -2.87 -1.13 2.99  -0.655
N -2.03 -0.25 2.18  -0.010
H 0.85 -1.62 2.20  0.218
H -0.59 -1.83 4.48  0.277
H -0.22 -3.29 3.53  0.390
H -2.70 -3.00 4.00  0.357
H -2.31 -3.06 2.28  0.315
H -3.05 -0.64 3.96  0.343
H -3.84 -1.22 2.48  0.359
H -2.43 0.53 1.68  0.279



no.,E_tot (eV)
1,-16729.3120
2,-26580.2086
3,-19345.6776
4,-31632.4988
5,-25011.9408
6,-51898.1080